# 1
An isolated molecule of C13H26I2N2O5P2. Source: OMol25; level of theory: the ωB97M-V functional and the def2-TZVPD basis.

ORCA input file:
```
! wB97M-V def2-TZVPD RIJCOSX def2/J DEFGRID3
* xyz 0 1
C 3.48 0.65 1.03
C 3.02 0.03 -0.31
C 2.76 -1.48 -0.16
C 2.04 0.86 -1.17
C 0.57 1.19 -0.79
C 0.29 1.60 0.68
P 1.20 3.10 1.25
O 2.07 3.01 2.44
N 0.25 0.41 1.54
C 0.16 0.69 3.06
O -0.55 1.62 3.43
O 0.85 -0.06 3.70
C -1.07 -0.26 1.24
C -1.27 -0.69 -0.22
I -0.57 -2.77 -0.35
C -2.82 -0.80 -0.49
C -3.76 -1.10 0.68
C -3.62 -2.47 1.38
I -5.04 -2.49 3.03
C -0.61 0.27 -1.30
P -0.37 -0.44 -2.98
N -1.64 -0.98 -3.69
O 0.79 -1.55 -3.08
O 0.21 0.79 -3.87
H 3.60 1.73 0.91
H 4.49 0.26 1.21
H 2.89 0.36 1.91
H 3.95 0.06 -0.90
H 2.25 -1.95 -1.01
H 3.74 -1.97 -0.10
H 2.23 -1.78 0.75
H 2.10 0.45 -2.19
H 2.55 1.83 -1.29
H 0.37 2.15 -1.30
H -0.76 1.93 0.62
H 1.98 3.51 0.13
H 0.25 4.14 1.44
H 0.96 -0.31 1.37
H -1.82 0.42 1.66
H -1.07 -1.16 1.88
H -3.22 0.07 -1.03
H -2.93 -1.63 -1.21
H -3.78 -0.34 1.47
H -4.78 -1.08 0.27
H -2.64 -2.67 1.81
H -3.94 -3.29 0.74
H -1.43 0.99 -1.48
H -2.42 -0.92 -3.04
H 1.62 -1.17 -3.42
H -0.54 1.24 -4.27
*
```

Calculated values
Relative energy (zero: lowest compared OMol25 entry of this formula, charge and spin) ... 12.19 kcal per mole
Highest occupied orbital energy ... -9.62 eV
SMILES string ... CC(C)C[C@H]1[C@@H](P(=N)(O)O)[C@](I)(CCCI)C[N@H+](C(=O)[O-])[C@H]1[PH2]=O
HOMO-LUMO gap ... 9.171 eV

# 2
A structure of composition C13H26InN4O4S2Si. Source: OMol25; level of theory: the ωB97M-V functional and the def2-TZVPD basis.

ORCA input file:
```
! wB97M-V def2-TZVPD RIJCOSX def2/J DEFGRID3
* xyz 1 1
In -2.10 0.33 -0.23
C 2.77 -1.28 2.61
Si 2.55 -2.40 1.14
C 4.21 -2.93 0.49
C 1.53 -3.91 1.56
C 1.70 -1.42 -0.26
C 2.37 -1.19 -1.46
C 1.80 -0.48 -2.51
C 0.53 0.02 -2.33
N -0.13 -0.17 -1.18
C 0.41 -0.88 -0.17
S -0.62 -0.99 1.25
H 3.26 -1.82 3.42
H 1.81 -0.90 2.99
H 3.40 -0.42 2.35
H 4.74 -3.49 1.27
H 4.84 -2.08 0.22
H 4.13 -3.59 -0.38
H 2.09 -4.55 2.24
H 1.30 -4.49 0.66
H 0.59 -3.65 2.05
H 3.37 -1.59 -1.59
H 2.32 -0.32 -3.43
H 0.02 0.59 -3.10
O -4.12 0.95 0.38
N -4.40 1.55 -0.68
O -3.48 1.53 -1.52
C 1.73 2.21 0.85
C 0.95 3.50 0.74
S -0.46 3.31 -0.35
O -1.37 2.31 0.38
C -1.25 4.90 -0.07
C -2.56 5.00 -0.83
H 2.60 2.36 1.48
H 2.08 1.87 -0.13
H 1.12 1.42 1.30
H 1.54 4.31 0.30
H 0.56 3.83 1.71
H -0.52 5.65 -0.39
H -1.39 4.98 1.01
H -2.40 4.92 -1.90
H -3.02 5.97 -0.63
H -3.25 4.23 -0.52
N -2.87 -3.22 -0.03
C -3.48 -2.47 -0.96
N -4.58 -2.96 -1.55
O -3.04 -1.35 -1.31
H -3.28 -4.06 0.33
H -2.05 -2.84 0.43
H -4.92 -3.89 -1.39
H -5.02 -2.39 -2.25
*
```

Calculated values
Relative energy (zero: lowest compared OMol25 entry of this formula, charge and spin) ... 0.00 kcal per mole
Highest occupied orbital energy ... -11.54 eV
HOMO-LUMO gap ... 9.113 eV

# 3
A cluster of 2 separate species, C13H26N2O4S in total. Source: OMol25; level of theory: the ωB97M-V functional and the def2-TZVPD basis.

ORCA input file:
```
! wB97M-V def2-TZVPD RIJCOSX def2/J DEFGRID3
* xyz 0 1
O 3.25 -1.30 1.66
O 2.20 1.16 -1.84
O 0.15 0.96 1.79
O 0.08 1.37 4.23
C 2.84 -1.41 0.51
C 1.82 0.05 -2.20
N 1.99 -0.31 -3.47
N 1.70 -0.85 0.13
C 3.65 -2.23 -0.48
C 1.62 -1.58 -4.10
C -2.72 -1.00 -0.29
C -1.20 -2.92 -0.66
C -2.56 2.97 2.02
C -1.61 4.10 2.45
C -1.25 -1.45 -0.23
C -0.40 -0.55 -1.14
C -2.19 1.73 2.83
C -0.19 3.51 2.57
C 1.10 -0.89 -1.21
S -0.40 1.76 2.90
H 2.46 0.38 -4.04
H 1.24 -0.27 0.82
H 3.07 -3.08 -0.81
H 4.55 -2.58 0.02
H 3.93 -1.60 -1.32
H 1.84 -1.54 -5.17
H 2.19 -2.40 -3.66
H 0.55 -1.77 -3.98
H -3.11 -1.13 -1.29
H -2.78 0.05 -0.01
H -3.31 -1.59 0.42
H -1.88 -3.50 -0.03
H -1.49 -3.02 -1.70
H -0.19 -3.31 -0.51
H -3.60 3.25 2.17
H -2.41 2.77 0.95
H -1.63 4.93 1.74
H -1.93 4.48 3.43
H -0.91 -1.37 0.80
H -0.81 -0.59 -2.15
H -0.50 0.48 -0.79
H -2.54 0.81 2.37
H -2.58 1.79 3.85
H 0.36 3.62 1.64
H 0.38 3.98 3.38
H 1.19 -1.91 -1.59
*
```

Calculated values
Relative energy (zero: lowest compared OMol25 entry of this formula, charge and spin) ... 0.00 kcal per mole
Highest occupied orbital energy ... -8.89 eV
SMILES string ... CNC(=O)[C@H](CC(C)C)NC(C)=O.O=S1(=O)CCCC1
HOMO-LUMO gap ... 9.438 eV

# 4
A cluster of 2 separate species, C13H26N3O in total. Source: OMol25; level of theory: the ωB97M-V functional and the def2-TZVPD basis.

ORCA input file:
```
! wB97M-V def2-TZVPD RIJCOSX def2/J DEFGRID3
* xyz 1 1
C -2.66 2.26 2.57
N -3.09 0.97 2.02
C -4.17 0.24 2.66
C -2.61 0.59 0.87
H -2.99 2.34 3.61
H -1.57 2.33 2.50
H -3.09 3.10 2.00
H -4.20 0.51 3.73
H -5.14 0.50 2.22
H -4.00 -0.83 2.53
H -2.80 -0.43 0.52
H -2.10 1.35 0.28
C 1.52 -3.73 1.24
N 1.78 -2.34 1.22
C 2.96 -1.83 0.62
C 2.74 -0.57 -0.24
C 1.29 -0.22 -0.49
N 0.97 0.51 -1.61
C 2.03 0.86 -2.55
C 1.61 1.98 -3.49
O 0.30 1.80 -4.04
C -0.71 1.63 -3.06
C -0.42 0.51 -2.06
C 0.35 -0.55 0.46
C 0.75 -1.39 1.61
H 0.93 -3.97 2.14
H 0.94 -4.09 0.37
H 2.46 -4.29 1.27
H 3.66 -1.59 1.44
H 3.43 -2.63 0.02
H 3.23 0.26 0.30
H 3.29 -0.72 -1.18
H 2.91 1.21 -2.00
H 2.32 -0.01 -3.17
H 1.68 2.95 -2.94
H 2.26 1.99 -4.37
H -0.88 2.57 -2.51
H -1.62 1.36 -3.63
H -0.70 -0.46 -2.52
H -1.08 0.67 -1.21
H -0.67 -0.17 0.47
H -0.08 -1.96 2.04
H 1.18 -0.72 2.39
*
```

Calculated values
Relative energy (zero: lowest compared OMol25 entry of this formula, charge and spin) ... 61.25 kcal per mole
Highest occupied orbital energy ... -9.83 eV
HOMO-LUMO gap ... 4.760 eV

# 5
An isolated molecule of C13H26O3Si. Source: OMol25; level of theory: the ωB97M-V functional and the def2-TZVPD basis.

ORCA input file:
```
! wB97M-V def2-TZVPD RIJCOSX def2/J DEFGRID3
* xyz 0 1
O -0.78 2.88 -1.98
O -1.74 0.60 -0.89
O 0.53 1.88 0.25
C 2.22 2.66 2.22
C 0.44 -3.22 0.20
C 0.02 -2.01 -0.18
C 2.11 1.36 2.02
C -0.33 2.21 -3.10
C -2.98 0.65 -1.54
C -0.54 -4.21 0.77
C 1.80 -3.75 0.06
C -0.09 0.10 1.81
C 0.90 -0.97 -0.84
C 1.78 -0.21 0.17
C 1.10 0.81 1.08
C -2.03 3.15 0.50
Si -0.96 2.05 -0.55
H 1.59 3.32 1.65
H 2.98 3.10 2.86
H -1.04 -1.79 -0.15
H 2.76 0.69 2.55
H -0.34 1.13 -2.91
H -1.01 2.45 -3.90
H 0.69 2.54 -3.34
H -2.91 1.05 -2.53
H -3.67 1.28 -0.96
H -3.42 -0.36 -1.63
H -0.47 -4.24 1.86
H -1.56 -3.91 0.51
H -0.36 -5.20 0.35
H 2.01 -3.98 -0.99
H 2.55 -2.99 0.34
H 1.96 -4.62 0.71
H -0.51 0.79 2.52
H 0.24 -0.77 2.36
H -0.90 -0.16 1.15
H 1.53 -1.48 -1.58
H 0.28 -0.23 -1.36
H 2.29 -0.92 0.79
H 2.57 0.29 -0.40
H -2.38 2.50 1.29
H -2.86 3.54 -0.11
H -1.47 3.99 0.93
*
```

Calculated values
Relative energy (zero: lowest compared OMol25 entry of this formula, charge and spin) ... 0.00 kcal per mole
Highest occupied orbital energy ... -8.62 eV
SMILES string ... C=C[C@](C)(CCC=C(C)C)O[Si](C)(OC)OC
HOMO-LUMO gap ... 9.438 eV

- Among the records above, which one has the lowest highest occupied orbital energy?
  C13H26InN4O4S2Si

- Which value of highest occupied orbital energy does entry 2 give?
  -11.54 eV